Below is a molecular structure, C18H33N4O2PRuSi at a distorted geometry, with properties calculated with ωB97M-V/def2-TZVPD.

Values from the calculation:
- Energy above the lowest of the compared OMol25 structures with the same formula, charge and spin: 0.4144 eV
- LUMO level (spin up / spin down): 0.0205 / 0.0004 Eh
- Molecular weight: 497.618 u
- Spin multiplicity: 5
- Calculated total energy: -1800.739564 Ha
- Expectation value of S²: 6.0565

XYZ file:
```
60
Properties=species:S:1:pos:R:3:forces:R:3
Ru 0.0921 0.1625 -0.5140 -1.610 3.057 2.254
Si 2.4886 0.4768 -0.7907 -1.223 -0.076 0.549
P -0.4020 0.5180 -2.5762 0.366 -0.778 -1.170
N 0.2176 -1.5227 -0.0575 0.867 -2.485 0.364
H 1.1843 0.7052 0.3992 2.202 0.950 1.289
C -2.1693 0.4618 -2.8404 -0.828 0.132 -0.731
H -2.3686 0.3119 -3.9107 -0.194 0.093 0.124
H -2.6311 1.3938 -2.4984 0.076 -0.227 -0.080
H -2.6123 -0.3737 -2.2804 0.243 0.249 -0.130
C 0.2286 2.0223 -3.3032 -0.135 0.326 -1.140
H -0.1065 2.0417 -4.3457 0.201 0.416 -0.129
H 1.3243 2.0431 -3.2675 -0.254 -0.091 0.021
H -0.1684 2.8941 -2.7714 0.042 -0.254 -0.099
C 0.2185 -0.9135 -3.4834 -0.036 0.102 -1.040
H -0.0142 -0.7676 -4.5396 0.119 -0.314 -0.287
H -0.2700 -1.8277 -3.1278 0.003 0.285 0.069
H 1.2971 -1.0351 -3.3593 -0.172 0.120 0.026
C 3.2291 2.2130 -0.6314 -0.071 -0.923 -0.218
H 3.6513 2.2432 0.3762 0.078 0.385 -0.185
H 2.4701 2.9820 -0.7933 0.342 0.025 -0.013
H 4.0067 2.2083 -1.3987 0.135 0.626 0.216
H 3.1286 -0.4173 0.1963 0.514 -0.116 -0.191
H 2.7820 -0.0107 -2.1619 0.251 -0.030 -0.129
C 0.1792 -2.8140 -0.2053 0.020 -2.139 -0.157
C -1.1065 -4.8845 -0.1997 0.160 0.193 0.011
C -1.0223 -3.5377 0.0923 0.498 0.306 -0.057
C 1.3054 -3.5454 -0.7395 -0.607 0.616 0.276
C 1.1790 -4.8884 -1.0240 0.019 0.182 0.132
C -0.0189 -5.5594 -0.7637 -0.139 -0.262 -0.005
H -2.0316 -5.4066 0.0136 0.036 -0.119 -0.049
H -1.8247 -2.9468 0.5315 0.025 -0.303 -0.089
H 2.2167 -2.9665 -0.9159 -0.226 -0.333 -0.048
H 2.0254 -5.4134 -1.4536 -0.083 -0.086 0.026
H -0.1084 -6.6152 -0.9946 0.030 0.062 0.004
C -1.5229 2.8279 0.4821 1.649 -0.557 0.366
O -1.7237 1.8487 -0.2438 -0.453 1.683 1.089
C -1.8842 2.8183 2.0134 1.074 -1.566 -1.878
H -1.1487 3.3567 2.6076 -0.413 0.674 -0.130
H -1.7467 1.7607 2.3407 -0.682 0.584 -0.347
H -2.9115 3.1531 2.0205 -0.223 0.188 0.771
C -0.6531 4.0084 -0.0805 0.451 -2.485 0.826
H -1.2430 4.4910 -0.8101 -0.346 0.895 -0.919
H 0.2851 3.5697 -0.5146 -1.053 0.050 -0.033
H -0.2796 4.6370 0.6979 -0.306 0.779 0.516
C -1.0796 -2.7107 4.3399 -0.167 -0.392 -0.094
N -0.0895 -1.7047 3.9454 0.083 -0.256 0.443
C 1.1049 -1.5850 4.5779 0.189 0.797 -0.621
C 2.0141 -0.6143 4.2209 -0.481 -0.595 0.481
C 1.5765 0.2661 3.2112 -1.335 0.826 -2.222
N 0.3961 0.1466 2.5575 1.135 -0.003 1.454
C -0.4539 -0.8727 2.8853 -1.471 0.265 -1.785
O -1.5239 -1.0805 2.2673 1.755 0.399 1.603
N 2.3749 1.2892 2.7348 -0.449 0.177 0.450
H -2.0811 -2.2311 4.3754 0.729 -0.385 0.004
H -0.7870 -3.1003 5.3305 -0.243 0.110 -0.474
H -1.1052 -3.5352 3.5876 -0.029 0.641 0.581
H 1.2679 -2.2899 5.3719 0.173 -0.151 0.176
H 2.9845 -0.4681 4.6911 -0.360 -0.299 0.014
H 3.1491 1.6074 3.3025 -0.190 -0.145 -0.126
H 1.9113 2.0133 2.1700 0.315 -0.825 0.443
```
Forces are in eV/Å.

Mulliken atomic charge list, values in e, 2 entries: -0.16 0.76

---

Below is 5 unconnected molecules or ions with the total composition C29H46I2N4OPS at a distorted geometry, with properties calculated with ωB97M-V/def2-TZVPD.

Values from the calculation:
- LUMO level: -0.1659 Eh
- Molecular weight: 783.563 u
- Total charge: +1
- Calculated total energy: -2761.492575 Ha

XYZ file:
```
84
Properties=species:S:1:pos:R:3:forces:R:3
C 1.2437 -3.3990 -0.2473 -0.816 0.455 0.495
C -0.0025 -2.7435 -0.9072 -1.899 0.330 -0.849
C 0.0028 -1.4493 -1.6129 -1.610 -1.536 0.443
C -1.2252 -0.9181 -2.1975 0.422 -0.917 0.591
C -2.5178 -1.6290 -2.1253 2.672 -0.139 1.131
C -3.7248 -0.9263 -2.7990 0.903 -0.326 -0.413
P -5.2394 -0.6666 -1.7620 -0.836 0.149 -1.007
I -6.3619 1.2776 -2.8053 0.506 -0.893 0.531
C -6.5280 -2.0351 -1.9628 0.657 0.050 0.405
C -6.1466 -3.3772 -1.2285 -1.233 -0.064 -0.010
C -7.3982 -4.3709 -1.0336 0.506 -0.876 0.115
S -8.8549 -3.9250 -2.0749 -0.474 -0.115 0.540
C -4.9716 -0.1369 0.0005 -0.983 -0.444 0.984
C -3.7916 -0.8119 0.7843 1.334 1.187 -0.750
O -2.7159 -0.3014 0.6937 -0.788 -0.346 0.282
I -3.9287 -2.5420 2.0629 -0.510 0.368 -0.289
C -2.5170 -2.8952 -1.4095 1.581 0.642 -0.188
C -1.2837 -3.4549 -0.8285 -0.227 2.089 -1.106
H 2.1128 -2.6959 -0.2303 -0.640 -0.788 -0.231
H 0.9766 -3.6056 0.8301 0.348 0.198 -1.041
H 1.4778 -4.3933 -0.7073 -0.033 1.047 0.213
H 0.9814 -0.9070 -1.6789 -1.202 -0.421 -0.043
H -1.1300 0.0778 -2.7351 -0.420 -1.457 0.712
H -4.0152 -1.4961 -3.7331 -0.167 0.564 1.045
H -3.3972 0.0872 -3.1745 -0.354 -0.971 0.535
H -7.4830 -1.5646 -1.5908 0.901 -0.642 -0.501
H -6.5622 -2.2508 -3.0653 -0.240 0.615 0.945
H -5.4294 -3.9283 -1.8818 -0.250 0.600 0.859
H -5.7741 -3.1613 -0.1974 0.123 -0.310 -0.987
H -7.0638 -5.3897 -1.3821 -0.309 1.085 0.430
H -7.6647 -4.5007 0.0489 0.128 0.460 -1.079
H -9.9366 -4.2605 -1.2823 1.090 0.145 -0.297
H -4.8352 0.9819 0.0079 0.210 -1.215 -0.073
H -5.9289 -0.3443 0.5649 0.757 0.145 -0.812
H -3.4609 -3.4694 -1.2871 0.861 0.432 -0.149
H -1.3405 -4.4417 -0.3193 0.063 0.896 -0.409
C -0.3134 -0.4794 6.4404 0.043 0.049 0.021
C -0.6942 0.1170 5.0904 -0.002 0.047 0.379
C -0.4141 -0.8254 3.9172 -0.278 0.319 -0.068
C 1.0127 -1.1081 3.7586 0.019 -0.161 -0.067
N 2.1331 -1.3321 3.6378 -0.265 -0.039 -0.042
H 0.7582 -0.6825 6.4995 -0.048 -0.031 -0.025
H -0.5629 0.2157 7.2437 0.011 -0.070 -0.015
H -0.8502 -1.4136 6.6215 0.037 0.024 0.014
H -0.1610 1.0610 4.9494 -0.035 -0.066 -0.107
H -1.7621 0.3529 5.1008 0.053 -0.017 -0.140
H -0.7876 -0.3680 2.9963 0.132 -0.123 -0.057
H -0.9633 -1.7612 4.0510 0.161 -0.036 0.001
C 2.5935 0.3692 -5.6200 -0.089 -0.003 -0.046
C 2.3895 1.7796 -5.0792 0.237 -0.353 -0.267
C 1.2648 1.8655 -4.0438 0.253 0.271 -0.093
C -0.0422 1.5388 -4.6166 -0.092 -0.044 0.059
N -1.0659 1.2729 -5.0677 0.069 0.016 0.156
H 1.7053 0.0090 -6.1447 0.023 -0.012 0.040
H 3.4239 0.3541 -6.3272 -0.037 -0.023 0.058
H 2.8227 -0.3311 -4.8125 0.002 -0.004 -0.038
H 2.1877 2.4598 -5.9103 -0.020 0.057 0.143
H 3.3188 2.1128 -4.6162 -0.152 0.047 0.005
H 1.2293 2.8799 -3.6401 -0.228 -0.068 -0.043
H 1.4780 1.1974 -3.2040 -0.144 -0.068 -0.066
C 4.7282 0.5325 4.3365 0.134 -0.093 0.073
C 5.1159 0.9998 5.7344 -0.155 -0.214 -0.240
C 5.8181 2.3599 5.7402 -0.150 -0.128 0.385
C 7.1016 2.3246 5.0377 0.031 0.149 -0.089
N 8.1039 2.2950 4.4772 -0.127 -0.040 0.060
H 5.6085 0.3916 3.7048 -0.012 0.079 0.026
H 4.2040 -0.4201 4.3896 0.022 0.101 -0.069
H 4.0683 1.2560 3.8503 0.004 -0.034 -0.007
H 5.7538 0.2456 6.2027 0.013 0.123 0.034
H 4.2100 1.0728 6.3432 0.110 0.083 0.056
H 5.9900 2.6678 6.7750 0.128 0.077 -0.109
H 5.1709 3.1162 5.2886 0.134 -0.013 -0.085
C 5.1221 4.0854 -0.8478 0.042 0.034 -0.031
C 3.9616 4.9886 -1.2485 0.288 -0.048 0.287
C 3.1630 4.4476 -2.4371 -0.143 0.317 0.216
C 3.9656 4.3810 -3.6599 0.031 0.026 -0.016
N 4.6098 4.3337 -4.6098 -0.069 0.030 0.120
H 5.8540 3.9941 -1.6532 -0.048 -0.019 0.019
H 5.6372 4.4967 0.0216 -0.011 -0.065 -0.039
H 4.7685 3.0839 -0.5900 0.036 0.018 0.000
H 4.3428 5.9873 -1.4760 -0.115 -0.045 -0.069
H 3.2873 5.0924 -0.3940 -0.073 0.031 -0.139
H 2.3022 5.0990 -2.6139 0.052 -0.059 -0.148
H 2.7674 3.4568 -2.1995 0.154 -0.020 -0.060
```
Forces are in eV/Å.

Mulliken atomic charge list, values in e, 2 entries: -1.29 0.73

---

Below is a single CH2N4O molecule at a distorted geometry, with properties calculated with ωB97M-V/def2-TZVPD.

Values from the calculation:
- Energy above the lowest of the compared OMol25 structures with the same formula, charge and spin: 2.6763 eV
- LUMO level: 0.0168 Eh
- Molecular weight: 86.054 u
- Structure (SMILES): On1cnnn1
- Calculated total energy: -333.449451 Ha

XYZ file:
```
8
Properties=species:S:1:pos:R:3:forces:R:3
O -0.6163 0.9584 -1.2479 1.326 2.163 0.084
N 0.0151 0.3278 -0.1994 -3.629 -0.896 -1.938
C -0.6076 -0.6818 0.4185 -0.103 -0.728 1.738
N 0.3324 -1.2729 1.1739 -0.267 1.286 -1.128
N 1.5011 -0.6042 0.8666 -0.946 -0.661 -0.620
N 1.2654 0.2791 -0.0723 2.964 0.335 1.662
H -0.1817 1.8761 -1.2783 -0.886 -1.736 0.012
H -1.7083 -0.8825 0.3389 1.542 0.237 0.190
```
Forces are in eV/Å.

Mulliken atomic charge list, values in e, 2 entries: -0.42 0.58

---

Question: What is the calculated total energy in the second record?
Answer: -2761.492575 Ha

---

Question: Which of these has the lowest calculated total energy?
Answer: C29H46I2N4OPS

---

Question: Which formula does entry 2 have?
Answer: C29H46I2N4OPS